{"formula": "C25H25N3O3", "method": "ωB97M-V with the def2-TZVPD basis set", "symbols": ["C", "H", "H", "H", "C", "C", "H", "H", "H", "C", "O", "N", "C", "C", "C", "C", "C", "C", "H", "H", "C", "O", "N", "N", "C", "O", "C", "C", "C", "C", "C", "C", "C", "H", "H", "H", "H", "H", "C", "C", "C", "C", "C", "C", "H", "H", "H", "H", "H", "H", "H", "H", "H", "H", "H", "H"], "positions_angstrom": [[-8.390, -1.037, 0.650], [-8.689, -0.361, 1.448], [-9.130, -0.974, -0.143], [-8.370, -2.052, 1.039], [-7.017, -0.649, 0.110], [-6.551, -1.634, -0.969], [-6.524, -2.643, -0.563], [-5.553, -1.379, -1.322], [-7.237, -1.619, -1.813], [-7.085, 0.719, -0.548], [-8.096, 1.178, -1.029], [-5.906, 1.403, -0.694], [-4.620, 1.122, -0.219], [-3.549, 1.133, -1.113], [-2.264, 0.879, -0.680], [-2.019, 0.614, 0.666], [-3.088, 0.618, 1.560], [-4.371, 0.883, 1.132], [-5.180, 0.932, 1.845], [-2.884, 0.421, 2.601], [-0.676, 0.305, 1.214], [-0.493, -0.283, 2.268], [0.375, 0.746, 0.485], [1.670, 0.475, 0.919], [2.717, 0.719, 0.098], [2.556, 1.252, -0.982], [4.047, 0.231, 0.661], [4.195, -1.192, 0.176], [4.223, -1.458, -1.189], [4.340, -2.758, -1.644], [4.428, -3.806, -0.742], [4.395, -3.548, 0.617], [4.276, -2.246, 1.075], [4.254, -2.051, 2.138], [4.462, -4.360, 1.325], [4.520, -4.822, -1.098], [4.363, -2.956, -2.706], [4.151, -0.637, -1.887], [5.179, 1.146, 0.242], [6.395, 0.651, -0.208], [7.417, 1.517, -0.559], [7.236, 2.885, -0.465], [6.029, 3.385, -0.007], [5.010, 2.522, 0.348], [4.071, 2.919, 0.707], [5.881, 4.452, 0.074], [8.033, 3.559, -0.744], [8.358, 1.117, -0.908], [6.549, -0.415, -0.283], [3.988, 0.235, 1.756], [1.681, -0.068, 1.774], [0.351, 1.226, -0.405], [-1.465, 0.861, -1.405], [-3.737, 1.333, -2.158], [-5.970, 2.163, -1.362], [-6.288, -0.654, 0.920]], "forces_ev_per_a": [[0.2, 0.1, 0.0], [-0.1, 0.0, 0.1], [-0.1, 0.0, 0.0], [0.0, -0.1, 0.1], [-0.3, -0.1, -0.1], [0.1, 0.1, 0.1], [0.0, -0.1, 0.0], [0.1, 0.0, -0.1], [-0.1, 0.0, -0.1], [0.2, -0.2, 0.3], [-0.3, 0.0, -0.1], [0.1, 0.6, -0.4], [0.4, -0.2, 0.2], [-0.2, 0.0, 0.0], [0.1, 0.0, 0.3], [-0.4, 0.0, -0.1], [0.2, -0.1, -0.1], [0.0, 0.1, -0.2], [-0.1, 0.0, 0.0], [0.0, 0.0, 0.1], [0.5, 0.1, -0.1], [0.0, -0.1, 0.2], [0.6, 0.1, -0.4], [-0.7, -0.1, 0.4], [-0.3, 0.0, 0.4], [0.0, 0.1, -0.3], [0.0, 0.0, -0.2], [0.0, -0.2, 0.1], [0.0, 0.0, 0.0], [0.0, 0.0, -0.1], [0.0, -0.1, 0.0], [0.0, -0.1, 0.0], [0.0, 0.1, 0.0], [0.0, 0.0, 0.1], [0.0, -0.1, 0.1], [0.0, -0.1, 0.0], [0.0, 0.0, -0.1], [0.0, 0.1, -0.1], [0.0, 0.0, 0.0], [-0.1, -0.1, 0.1], [0.1, 0.1, 0.0], [0.1, 0.0, 0.0], [-0.1, 0.1, 0.1], [0.1, 0.0, 0.0], [-0.1, 0.1, 0.0], [0.0, 0.1, 0.0], [0.1, 0.1, 0.0], [0.1, 0.0, 0.0], [0.0, -0.1, 0.0], [-0.1, -0.1, -0.1], [0.1, 0.1, -0.2], [0.0, -0.1, 0.2], [0.1, 0.0, -0.1], [0.0, 0.0, -0.1], [-0.1, -0.1, 0.1], [-0.1, 0.0, -0.1]], "mulliken_charge": [-1.66, 0.37, 0.33, 0.43, 0.96, -1.45, 0.43, 0.29, 0.35, 0.30, -0.65, -0.12, 0.28, -0.81, -0.75, 0.76, -0.74, -0.30, 0.59, 0.44, 0.46, -0.74, -0.28, -0.31, -0.18, -0.70, 1.12, -0.10, 0.26, -0.85, -0.37, -0.66, -0.37, 0.37, 0.39, 0.40, 0.39, 0.44, -0.09, -0.35, -0.79, -0.40, -0.84, -0.31, 0.37, 0.38, 0.39, 0.39, 0.41, 0.61, 0.41, 0.33, 0.34, 0.42, 0.26, 0.14], "total_energy_ha": -1357.6935, "homo_energy_ev": -8.957, "homo_lumo_gap_ha": 0.33854, "smiles": "CC(C)C(=O)Nc1ccc(C(=O)NNC(=O)C(c2ccccc2)c2ccccc2)cc1", "e_above_lowest_kcal_mol": 3.5}